(1)
55
Properties=species:S:1:pos:R:3:forces:R:3:nbo_charge:R:1 method="wB97M-V/def2-TZVPD" total_energy_ha=-1641.71531 charge=0 e_above_lowest_kcal_mol=47.2
C 2.530978 0.723218 4.508554 -0.214 0.195 -0.030 -0.612
H 2.550331 0.695341 5.594940 0.081 0.002 0.114 0.213
H 3.432553 1.223814 4.166947 0.133 0.011 0.000 0.202
H 2.532721 -0.295019 4.129711 0.016 -0.127 -0.020 0.211
C 1.272963 1.443164 4.035850 0.117 -0.153 0.069 -0.209
N 1.064882 1.284663 2.606186 -0.085 0.055 0.017 -0.444
C -0.292756 1.597993 2.206540 -0.137 -0.133 -0.193 -0.223
C -0.503156 1.228835 0.735651 -0.290 -0.018 0.289 -0.220
N 0.450139 1.934077 -0.084033 0.201 -0.005 0.274 -0.428
C 0.193894 2.696104 -1.159814 -0.165 -0.077 0.294 0.689
O 1.068112 3.305003 -1.759037 0.264 0.144 -0.170 -0.655
C -1.227811 2.790594 -1.652155 0.354 0.272 -0.711 -0.704
H -1.805060 1.872319 -1.589998 -0.038 -0.013 -0.078 0.243
H -1.769205 3.603008 -1.167264 -0.016 0.032 -0.057 0.256
S -1.087414 3.275120 -3.441988 0.756 -0.473 0.593 1.306
O -2.456974 3.142872 -3.955743 -1.113 -0.019 -0.427 -1.008
C -0.196671 1.737159 -4.030245 -0.152 0.519 0.287 -0.625
C -0.751024 0.501625 -3.455199 -1.064 -0.545 -0.442 0.023
C -1.911269 -0.161986 -3.762474 0.674 0.982 -0.233 0.286
O -2.005757 -1.224448 -2.922831 -0.025 -0.350 0.251 -0.406
C -0.908307 -1.163751 -2.135948 0.535 0.958 -0.385 0.480
N -0.140647 -0.149028 -2.417166 0.100 -0.673 0.600 -0.478
C -0.684534 -2.130672 -1.087830 -0.049 -0.454 0.306 -0.169
C 0.519696 -2.115025 -0.386940 -0.309 -0.002 -0.290 -0.096
C 0.750745 -3.001229 0.645808 0.066 -0.233 0.274 -0.327
C -0.225862 -3.932244 0.993530 -0.134 0.071 -0.144 0.316
C -1.428925 -3.958949 0.281473 0.138 -0.132 0.220 -0.257
C -1.657436 -3.071534 -0.744093 0.181 0.134 -0.014 -0.155
H -2.589810 -3.095098 -1.286875 -0.097 -0.023 -0.030 0.225
H -2.169736 -4.691462 0.560216 -0.091 -0.082 0.033 0.227
O -0.109923 -4.846224 1.991469 -0.268 0.055 -0.227 -0.488
C 1.076551 -4.874704 2.748329 0.210 -0.002 0.130 -0.253
H 0.941071 -5.671780 3.477584 0.057 0.072 -0.037 0.203
H 1.946390 -5.100974 2.123588 -0.032 0.024 0.022 0.178
H 1.240698 -3.928167 3.273132 0.003 -0.028 -0.032 0.177
H 1.692255 -2.960873 1.169892 0.075 -0.016 0.066 0.223
H 1.273400 -1.400214 -0.677074 0.094 0.073 0.008 0.224
C -2.966064 0.079707 -4.775940 0.045 -0.167 0.033 -0.681
H -2.652647 -0.293429 -5.751659 -0.060 -0.077 -0.072 0.223
H -3.877934 -0.434514 -4.484110 -0.108 0.004 -0.037 0.231
H -3.156174 1.147860 -4.852786 -0.031 -0.026 0.014 0.276
H 0.841455 1.869753 -3.741209 0.091 -0.047 -0.105 0.267
H -0.307321 1.764676 -5.113028 -0.008 0.197 -0.019 0.243
C 1.817540 1.712189 0.334839 0.354 0.303 0.035 -0.228
C 1.987698 2.071606 1.806928 0.063 -0.189 -0.201 -0.232
H 3.009161 1.842044 2.109370 0.019 0.052 -0.021 0.208
H 1.816012 3.154994 1.945330 0.029 -0.044 0.002 0.169
H 2.464129 2.325059 -0.294101 -0.048 -0.131 0.079 0.250
H 2.058649 0.654030 0.192551 0.040 0.019 -0.008 0.194
H -1.522519 1.480392 0.448791 0.036 -0.035 -0.034 0.214
H -0.349121 0.150482 0.613216 -0.105 0.075 0.024 0.212
H -0.985588 1.014932 2.817515 0.005 0.036 -0.007 0.206
H -0.521726 2.671376 2.347506 -0.017 -0.053 0.003 0.163
H 0.409980 0.999228 4.539219 0.006 0.087 -0.012 0.194
H 1.319369 2.508091 4.324872 -0.086 -0.043 -0.005 0.164

(2)
57
Properties=species:S:1:pos:R:3:forces:R:3:nbo_charge:R:1 method="wB97M-V/def2-TZVPD" total_energy_ha=-2037.86275 charge=0
N 5.899610 -2.148280 -0.462666 -0.309 0.017 0.062 -1.149
P 5.161317 -3.643157 -0.817155 0.128 0.054 0.081 1.269
O 5.554688 -3.819238 -2.401876 -0.052 -0.041 0.101 -0.970
C 3.384894 -3.179455 -1.034325 0.324 0.077 0.024 -0.398
C 2.625446 -3.827579 -1.959173 -0.173 -0.074 -0.263 -0.202
C 1.232401 -3.575455 -2.159255 0.299 -0.181 -0.108 -0.132
C 0.562022 -2.662522 -1.415128 -0.210 0.022 -0.013 -0.074
C -0.877776 -2.365388 -1.596597 -0.306 0.018 -0.055 -0.010
C -1.322204 -1.621606 -2.681458 0.180 0.038 -0.029 -0.253
C -2.672668 -1.331143 -2.817865 0.166 -0.101 0.081 0.049
N -3.594111 -1.763129 -1.960848 -0.029 0.070 -0.094 -0.410
C -3.167435 -2.486041 -0.930067 0.071 -0.097 0.148 0.041
C -1.838383 -2.804376 -0.692606 0.064 0.076 -0.056 -0.245
C 1.311742 -1.974239 -0.425014 0.051 0.130 0.157 0.156
N 0.814253 -1.048519 0.401130 -0.102 0.043 0.042 -0.624
S 2.017420 -0.581140 1.333997 -0.021 0.175 0.188 0.982
N 3.211923 -1.478978 0.772466 0.261 -0.031 0.005 -0.649
C 2.709098 -2.221104 -0.222571 -0.355 -0.096 -0.006 0.084
H 5.471796 -1.348725 -0.920043 0.050 0.035 -0.006 0.371
H 5.856988 -1.966120 0.534174 0.192 -0.020 0.002 0.396
H 5.303574 -3.043702 -2.919410 0.036 -0.053 -0.141 0.480
H 3.105475 -4.567572 -2.587648 -0.043 -0.038 -0.036 0.230
H 0.708045 -4.137245 -2.920923 -0.030 0.003 -0.026 0.218
H -0.610261 -1.246473 -3.403742 -0.026 -0.015 -0.036 0.216
H -2.997330 -0.715351 -3.647481 -0.133 0.002 0.035 0.213
H -3.925230 -2.835752 -0.238539 -0.067 0.021 -0.010 0.191
H -1.559060 -3.379762 0.180137 -0.015 -0.009 0.004 0.220
C -0.883182 3.604112 -2.611821 -0.174 -0.006 -0.094 -0.731
C -1.045225 2.337258 -3.412089 -0.013 -0.026 0.049 0.599
O -2.129282 1.935602 -3.765416 0.060 -0.025 -0.044 -0.544
C 0.217826 1.569378 -3.737398 -0.117 -0.075 -0.050 -0.720
H -1.854196 4.054042 -2.424224 0.022 -0.023 0.018 0.269
H -0.406910 3.372891 -1.656605 0.087 0.041 -0.021 0.223
H -0.246613 4.307654 -3.152484 0.085 -0.032 0.052 0.223
H 0.716652 1.274447 -2.811458 0.061 0.045 -0.019 0.227
H 0.904829 2.182613 -4.322491 0.033 0.055 0.085 0.229
H -0.041913 0.681719 -4.307849 0.029 0.009 -0.039 0.224
C -3.047674 3.502235 1.156067 0.050 -0.005 -0.141 -0.721
C -3.659502 4.620246 0.346423 -0.011 -0.068 0.035 0.601
O -3.456952 4.727617 -0.839994 -0.025 0.082 0.030 -0.549
C -4.540962 5.593738 1.091288 0.001 0.053 -0.138 -0.721
H -2.443890 2.868957 0.510521 -0.008 -0.004 0.000 0.235
H -2.424099 3.912655 1.952134 -0.052 -0.015 0.058 0.229
H -3.832367 2.900381 1.616630 0.005 0.028 0.069 0.234
H -3.972272 6.080958 1.885026 -0.027 -0.044 0.057 0.228
H -5.378037 5.064174 1.548804 0.030 -0.004 0.069 0.230
H -4.920089 6.344827 0.402882 0.001 -0.003 -0.001 0.235
C 1.170145 0.376689 6.676898 -0.110 0.092 -0.038 -0.721
C 0.545605 -0.219097 5.437606 0.037 -0.013 0.010 0.595
O -0.330436 0.349496 4.830960 0.004 0.016 -0.022 -0.540
C 1.077826 -1.560105 4.989914 -0.124 0.033 -0.131 -0.724
H 0.708013 1.336370 6.893971 0.000 -0.001 -0.001 0.236
H 1.030405 -0.294336 7.525893 0.070 -0.029 -0.001 0.230
H 2.242116 0.514775 6.526322 0.021 -0.063 0.037 0.229
H 0.939800 -2.303892 5.776024 0.090 0.010 0.036 0.231
H 2.144669 -1.482447 4.772091 0.028 -0.053 0.081 0.228
H 0.549481 -1.880905 4.094860 -0.003 0.002 0.004 0.234

Calculated molecular weight (g mol⁻¹), listed in the same order as above: 405.52; 450.50